{"formula": "C3H7N2O2", "method": "ωB97M-V/def2-TZVPD", "elements": ["O", "O", "N", "N", "C", "C", "C", "H", "H", "H", "H", "H", "H", "H"], "positions_angstrom": [[2.70045, -0.65623, -1.08609], [-0.75704, 0.71772, 2.32579], [0.23665, -0.52073, -0.71022], [-1.79296, 0.97561, 0.35047], [-0.90263, 0.30873, 1.18554], [-0.32882, -0.94755, 0.55992], [1.68279, 0.11275, -0.95917], [-2.03562, 1.91734, 0.60408], [0.20723, -1.26506, -1.39948], [1.38509, 0.68250, -1.87725], [0.42296, -1.31547, 1.29127], [1.70248, 0.87258, -0.11761], [-1.47904, 0.87071, -0.61035], [-1.04154, -1.75290, 0.44310]], "lowdin_charge": [-0.29, 0.01, -0.10, 0.11, -0.54, -0.20, -0.58, 0.08, 0.07, 0.06, 0.12, 0.08, 0.07, 0.10], "smiles": "NC(=O)CNC[O-]", "largest_force_ev_per_a": 2.49, "total_charge": -1, "homo_lumo_gap_ev": 6.88}

---

{"formula": "C3H7N2O2", "method": "ωB97M-V/def2-TZVPD", "elements": ["O", "O", "N", "N", "C", "C", "C", "H", "H", "H", "H", "H", "H", "H"], "positions_angstrom": [[0.14211, -1.52243, 1.45537], [-0.49466, 0.03802, -2.09659], [0.43620, -1.84853, -1.19883], [-0.09363, 0.83476, 1.15504], [-0.02512, -0.33248, 1.52838], [0.37330, -0.34632, -1.40626], [-0.65319, 2.15010, 1.22061], [-0.52105, 2.53051, 2.18872], [1.19341, 0.12976, -0.93357], [-1.69047, 2.16070, 1.10463], [-0.04339, 2.50516, 0.31163], [0.24299, -1.93350, -0.18636], [-0.33749, -2.31082, -1.68218], [1.47100, -2.05494, -1.46059]], "lowdin_charge": [0.08, 0.19, 0.24, 0.05, -0.23, -0.22, -0.03, 0.08, 0.14, 0.08, 0.13, 0.09, 0.18, 0.23], "largest_force_ev_per_a": 5.53, "total_charge": 1, "homo_lumo_gap_ev": 10.70}

---

{"formula": "C3H7N2O2", "method": "ωB97M-V/def2-TZVPD", "elements": ["O", "O", "N", "N", "C", "C", "C", "H", "H", "H", "H", "H", "H", "H"], "positions_angstrom": [[1.01074, 0.04483, -0.89483], [1.82025, 0.32400, 1.60386], [-0.96993, 0.91604, -0.39867], [-0.65028, -1.35962, -0.16376], [-0.34097, 1.10620, 0.74809], [-0.34708, -0.29517, -1.02125], [0.90041, 0.72129, 0.89722], [-0.59112, 1.77234, 1.55322], [1.32236, 0.92086, -1.34506], [-2.01446, 0.78032, -0.53848], [0.06617, -1.94114, 0.24015], [-1.41924, -1.93758, -0.45535], [-0.57495, -0.44136, -2.14490], [1.78810, -0.61102, 1.91975]], "lowdin_charge": [0.03, 0.23, 0.06, 0.11, -0.09, -0.40, -0.14, 0.17, 0.23, 0.19, 0.11, 0.11, 0.20, 0.20], "largest_force_ev_per_a": 5.17, "total_charge": 1, "homo_lumo_gap_ev": 9.93}

---

{"formula": "C3H7N2O2", "method": "ωB97M-V/def2-TZVPD", "elements": ["O", "O", "N", "N", "C", "C", "C", "H", "H", "H", "H", "H", "H", "H"], "positions_angstrom": [[2.78964, 0.51701, -0.12008], [-2.04304, 0.79384, 0.38400], [-0.92481, -1.05985, -0.37267], [0.27587, 0.89459, -0.18379], [-1.16169, 0.31873, -0.50998], [0.99502, -0.17723, 0.39744], [0.30750, -1.33314, 0.31057], [3.48250, -0.05932, 0.25452], [0.38238, 1.50736, 0.62942], [0.60165, -2.25012, 0.69880], [0.60197, 1.40116, -1.03025], [-1.32546, 0.85678, -1.50029], [-1.75080, -1.57649, -0.05572], [-2.23074, 0.16667, 1.09803]], "lowdin_spin": [0.66, 0.01, 0.26, 0.05, 0.03, 0.59, 0.35, 0.00, 0.01, 0.01, 0.00, 0.01, 0.01, 0.00], "largest_force_ev_per_a": 5.00, "total_charge": 1, "spin_multiplicity": 3, "homo_lumo_gap_ev": [9.02, 6.42]}

---

{"formula": "C3H7N2O2S", "method": "ωB97M-V/def2-TZVPD", "elements": ["S", "O", "O", "N", "N", "C", "C", "C", "H", "H", "H", "H", "H", "H", "H"], "positions_angstrom": [[2.60935, 1.01641, 0.27716], [3.31496, 1.20883, -0.90910], [-0.80162, 2.11488, 0.82686], [2.72492, -1.13818, 0.40428], [1.05386, 1.10739, -0.17858], [3.08175, -2.22610, 0.59361], [-1.03265, -0.02754, -0.27506], [-0.21330, 0.92864, 0.55131], [-0.03003, 0.42173, 1.51372], [3.44165, -3.23663, 0.81991], [1.02549, 1.38586, -1.22721], [-0.58487, -0.96567, -0.06789], [-1.25435, 0.29419, -1.31980], [-2.07561, -0.15740, 0.12352], [-1.54949, 2.13619, 0.23132]], "lowdin_charge": [1.06, -0.36, 0.05, 0.01, -0.19, 0.13, -0.03, -0.53, 0.16, 0.12, 0.18, 0.07, 0.11, 0.12, 0.11], "largest_force_ev_per_a": 3.68, "total_charge": 1, "homo_lumo_gap_ev": 9.92}

---

{"formula": "C3H7N2OP", "method": "ωB97M-V/def2-TZVPD", "elements": ["P", "O", "N", "N", "C", "C", "C", "H", "H", "H", "H", "H", "H", "H"], "positions_angstrom": [[0.11963, -0.90928, 0.35068], [-0.64956, -2.14996, 0.52713], [3.15539, 1.04638, -0.45366], [2.30599, -1.20606, -0.97808], [0.46374, 0.06084, 1.84966], [-0.58869, 0.23510, -0.87201], [2.86114, -0.07314, -0.62210], [-1.45363, 0.86760, -0.32431], [0.76415, 1.01909, 1.44084], [1.15740, -0.52558, 2.60666], [2.82284, -1.99576, -0.77107], [0.14247, 0.82735, -1.37314], [-0.53646, 0.17705, 2.27508], [-1.00103, -0.25484, -1.65129]], "lowdin_charge": [0.79, -0.33, 0.07, 0.03, -0.19, -0.18, -0.56, 0.13, 0.03, 0.11, 0.01, 0.04, 0.05, 0.00], "largest_force_ev_per_a": 4.07, "homo_lumo_gap_ev": [7.78, 7.77]}

---

{"formula": "C3H7N2OS", "method": "ωB97M-V/def2-TZVPD", "elements": ["S", "O", "N", "N", "C", "C", "C", "H", "H", "H", "H", "H", "H", "H"], "positions_angstrom": [[3.70042, -0.10304, -0.03571], [1.58083, 1.46316, -0.06176], [-0.24108, -0.41166, -0.32139], [-2.29096, 0.61503, -0.18923], [-1.16032, 0.23200, 0.38077], [1.99124, 0.34626, 0.06346], [1.10693, -0.80504, 0.12398], [-2.24027, 0.96788, -1.13220], [1.62693, -1.51987, -0.59319], [3.87355, 1.13781, -0.31239], [-0.21116, -0.20020, -1.31746], [1.15584, -1.36290, 1.08729], [-1.14282, 0.34745, 1.42826], [-2.68137, 1.34066, 0.39704]], "lowdin_charge": [0.93, 0.05, 0.09, 0.20, -0.09, -0.83, -0.16, 0.14, 0.15, -0.12, 0.18, 0.16, 0.16, 0.14], "smiles": "N/C=[NH+]/CC(=O)S", "largest_force_ev_per_a": 2.76, "total_charge": 1, "homo_lumo_gap_ev": 9.47}

---

{"formula": "C3H7N2OS", "method": "ωB97M-V/def2-TZVPD", "elements": ["S", "O", "N", "N", "C", "C", "C", "H", "H", "H", "H", "H", "H", "H"], "positions_angstrom": [[-0.06252, -1.03814, -1.22242], [-1.21552, 1.10479, 0.50419], [1.29378, -0.24666, -0.94566], [3.13266, 0.57668, 0.17438], [1.84982, 0.07860, 0.18641], [-1.63102, 0.03511, -0.21309], [-2.91039, -0.37417, -0.29739], [-3.66198, 0.09424, 0.19854], [-1.96489, 1.51516, 0.98227], [-0.04087, -1.88101, -0.13372], [-3.29780, -1.18864, -0.97575], [1.40321, -0.14486, 1.14688], [3.72507, 0.76212, -0.51425], [3.38045, 0.70676, 1.10961]], "lowdin_charge": [1.14, 0.00, -0.37, 0.21, -0.22, -0.40, 0.04, 0.04, 0.14, 0.01, 0.10, 0.14, 0.07, 0.10], "largest_force_ev_per_a": 8.12, "total_charge": 1, "homo_lumo_gap_ev": 8.76}

---

Going through the records in order, we get relative energy (zero: lowest compared OMol25 entry of this formula, charge and spin) values of 183.11 173.08 357.42 268.87 183.74 55.89 101.75 386.19 kJ/mol.